Entry 1:
Density functional theory data (ωB97M-V with the def2-TZVPD basis set) for a molecular structure, C32H30Cl2F4GaGe2N4O4.

Geometry as XYZ:
```
79
Properties=species:S:1:pos:R:3:lowdin_charge:R:1
Ga -0.6567 2.5521 -0.1102 0.616
C -2.6354 -1.2356 -2.5901 -0.157
C -2.1403 -0.3195 -1.4706 -0.379
Ge -0.6296 0.8865 -1.8736 0.845
C -0.7813 1.9240 -3.5457 -0.371
C -1.3208 1.1733 -4.7644 -0.163
C 0.8421 -0.3642 -2.1882 -0.202
C 2.0403 -0.7447 -1.7224 -0.283
Ge 3.2548 0.3097 -0.5953 1.032
C 4.0860 1.7363 -1.6344 -0.305
C 5.2778 1.3431 -2.5111 -0.149
C 4.1884 -0.5269 0.8943 -0.305
C 5.4562 -1.3354 0.6169 -0.144
C 2.6950 -1.9681 -2.2718 -0.248
C 4.0781 -2.0391 -2.4270 -0.078
C 4.6922 -3.1618 -2.9625 -0.063
C 3.9254 -4.2513 -3.3422 -0.071
C 2.5475 -4.2084 -3.1744 -0.064
C 1.9403 -3.0835 -2.6414 -0.037
H -3.3840 -1.9344 -2.2127 0.071
H -1.8248 -1.8288 -3.0186 0.061
H -3.0939 -0.6758 -3.4011 0.055
H -1.7757 -0.9298 -0.6392 0.051
H -2.9626 0.2828 -1.0772 0.054
H 0.2360 2.2707 -3.7486 0.060
H -1.3829 2.8134 -3.3490 0.054
H -0.7809 0.2431 -4.9533 0.066
H -1.2300 1.7875 -5.6614 0.073
H -2.3746 0.9292 -4.6480 0.056
H 0.4841 -1.0029 -3.0034 0.056
H 4.3661 2.5293 -0.9416 0.028
H 3.2803 2.1289 -2.2616 0.076
H 6.1053 0.9465 -1.9199 0.069
H 5.6476 2.2191 -3.0436 0.078
H 5.0083 0.5997 -3.2600 0.064
H 3.4412 -1.1436 1.4005 0.079
H 4.4063 0.3006 1.5722 0.027
H 5.2671 -2.1882 -0.0304 0.055
H 5.8599 -1.7180 1.5545 0.078
H 6.2338 -0.7248 0.1540 0.070
H 4.7107 -1.1995 -2.1584 0.069
H 5.7675 -3.1809 -3.0841 0.113
H 4.3962 -5.1321 -3.7576 0.109
H 1.9432 -5.0628 -3.4496 0.110
H 0.8692 -3.0818 -2.4830 0.108
F -3.8304 0.1978 1.8421 0.137
C -4.0118 -0.6533 2.8463 -0.132
C -5.2333 -1.1580 3.0657 -0.125
F -6.2196 -0.7995 2.2711 0.165
C -5.5039 -2.0896 4.1514 -0.002
C -4.3395 -2.4388 4.9524 -0.125
C -3.1207 -1.9267 4.7246 -0.131
F -2.1168 -2.2864 5.5058 0.154
C -2.8626 -0.9851 3.6535 0.003
C -1.6348 -0.4338 3.4316 -0.097
C -1.3525 0.5075 2.3852 -0.037
N -1.0281 1.3301 1.6554 0.246
C -0.4670 -0.7236 4.2145 -0.167
N 0.5080 -0.9623 4.7719 0.221
F -4.4936 -3.2850 5.9489 0.167
C -6.7432 -2.5816 4.4021 -0.095
C -7.0332 -3.5136 5.4562 -0.144
N -7.3244 -4.2851 6.2548 0.239
C -7.9082 -2.2238 3.6400 -0.145
N -8.8767 -1.9466 3.0898 0.237
Cl 2.4365 2.0030 3.5361 0.673
C 2.7640 3.0562 2.1558 -0.973
Cl 4.4722 3.0976 1.7254 0.699
C 1.9158 2.5486 0.9959 -0.654
O 0.9860 3.3108 0.6384 0.002
O 2.0803 1.4008 0.5103 -0.106
H 2.4434 4.0567 2.4186 0.079
C -3.0982 5.7137 1.2807 -0.038
O -2.1615 4.6139 1.2514 -0.103
C -1.9181 4.0961 0.0426 -0.530
O -2.4362 4.4919 -0.9756 0.034
H -3.1274 6.0441 2.3130 0.092
H -4.0793 5.3766 0.9529 0.096
H -2.7585 6.5131 0.6267 0.096
```

Results
Frontier orbital gap (spin up / spin down), eV: 5.23 / 5.23
Net charge: +1
Molecular weight, g/mol: 896.46
E_LUMO (spin up / spin down), eV: -5.98 / -5.98
Largest force on an atom, eV Å⁻¹: 0.41
Relative energy (zero: lowest compared OMol25 entry of this formula, charge and spin), eV: 0.956



Entry 2:
Density functional theory data (ωB97M-V with the def2-TZVPD basis set) for a molecular structure, C32H30ClCoN6O6S3Se.

Geometry as XYZ:
```
80
Properties=species:S:1:pos:R:3:lowdin_charge:R:1
Co 0.9136 0.0473 -0.7306 0.348
C 1.9405 0.0350 3.5244 -0.033
C 2.6233 -0.5741 2.3361 -0.305
N 3.4156 0.1693 1.6707 0.067
N 4.2164 -0.3978 0.7031 -0.047
C 4.0829 0.0397 -0.4834 -1.056
S 2.8497 1.1402 -1.0608 0.658
S 5.3221 -0.5276 -1.6528 0.836
C 4.5195 -2.0299 -2.3125 -0.423
C 3.6919 -1.8179 -3.5502 -0.281
C 2.3087 -1.6843 -3.4700 -0.045
C 1.5489 -1.4756 -4.6118 -0.083
C 2.1605 -1.3984 -5.8552 -0.109
C 3.5388 -1.5398 -5.9471 -0.101
C 4.2948 -1.7492 -4.8032 -0.058
C 2.3360 -2.0036 2.0379 -0.097
C 2.4473 -2.9490 3.0515 -0.047
C 2.2381 -4.3034 2.8330 -0.124
C 1.9051 -4.7230 1.5525 -0.120
C 1.7612 -3.8025 0.5307 -0.050
C 1.9414 -2.4166 0.7395 -0.344
O 1.7880 -1.6045 -0.2696 -0.224
H 2.2524 1.0703 3.6443 0.085
H 2.1872 -0.5265 4.4299 0.068
H 0.8588 0.0100 3.3975 0.053
H 3.9309 -2.4661 -1.5075 0.070
H 5.3502 -2.7032 -2.5306 0.069
H 1.8462 -1.7560 -2.4949 0.072
H 0.4722 -1.3712 -4.5281 0.094
H 1.5686 -1.2321 -6.7469 0.092
H 4.0268 -1.4856 -6.9128 0.093
H 5.3720 -1.8519 -4.8801 0.109
H 2.7390 -2.6147 4.0404 0.103
H 2.3557 -5.0160 3.6392 0.085
H 1.7615 -5.7777 1.3441 0.093
H 1.5355 -4.1375 -0.4765 0.103
Se -5.6871 1.2757 -4.1725 1.073
N -4.8565 -0.2072 -3.6239 -0.228
C -3.7260 0.1608 -3.0922 -0.320
C -2.7656 -0.7716 -2.5108 -0.096
C -2.9730 -2.1434 -2.4147 0.010
C -2.0152 -2.9144 -1.7923 -0.026
C -0.8755 -2.3037 -1.2757 -0.073
N -0.6651 -0.9995 -1.3808 0.089
C -1.5946 -0.2470 -1.9833 -0.134
C -1.3014 1.1836 -2.0206 -0.115
N -0.1150 1.5419 -1.5021 0.037
C 0.1955 2.8306 -1.4477 -0.122
C -0.6637 3.8162 -1.9283 -0.010
C -1.8713 3.4535 -2.4792 0.019
C -2.2042 2.1014 -2.5334 -0.079
C -3.4533 1.5891 -3.0912 -0.319
N -4.3692 2.3477 -3.6217 -0.229
H -3.8815 -2.5748 -2.8134 0.119
H -2.1368 -3.9837 -1.6863 0.111
H -0.1030 -2.8616 -0.7660 0.091
H 1.1423 3.0727 -0.9864 0.068
H -0.3720 4.8529 -1.8460 0.115
H -2.5667 4.1888 -2.8615 0.118
O -0.9051 1.9115 3.0586 -0.342
Cl -0.5754 2.0377 1.6605 0.671
O -1.7697 2.2973 0.8937 -0.330
O 0.3814 3.0884 1.4596 -0.323
O -0.0020 0.7656 1.2180 -0.404
C -2.1964 -3.9247 2.5662 -0.138
C -3.1675 -2.9067 1.9807 -0.382
S -2.3760 -1.2837 1.7151 0.919
O -3.0140 -0.7583 0.4668 -0.511
C -3.1697 -0.3637 3.0457 -0.391
C -2.7477 -0.8368 4.4258 -0.125
H -2.6317 -4.9254 2.5541 0.070
H -1.9337 -3.6856 3.5967 0.062
H -1.2659 -3.9490 1.9959 0.060
H -4.0660 -2.7795 2.5873 0.082
H -3.4752 -3.1793 0.9706 0.073
H -4.2440 -0.4366 2.8612 0.092
H -2.8494 0.6631 2.8764 0.056
H -2.9842 -1.8887 4.5957 0.054
H -3.2633 -0.2544 5.1898 0.076
H -1.6761 -0.6923 4.5664 0.075
```

Results
Frontier orbital gap (spin up / spin down), eV: 5.92 / 5.93
Multiplicity: 2
Net charge: -1
Molecular weight, g/mol: 864.17
E_LUMO (spin up / spin down), eV: 1.14 / 1.14
Largest force on an atom, eV Å⁻¹: 0.35
Relative energy (zero: lowest compared OMol25 entry of this formula, charge and spin), eV: 0.707



Entry 3:
Density functional theory data (ωB97M-V with the def2-TZVPD basis set) for a molecular structure, C32H31BrF3N4O3S4SiTi.

Geometry as XYZ:
```
80
Properties=species:S:1:pos:R:3:lowdin_charge:R:1
Ti -0.5168 0.7707 0.0945 0.750
O -4.3685 0.2278 -5.8047 -0.095
C -3.3698 0.5162 -5.1889 -1.044
S -1.7252 0.2683 -5.7842 0.929
C -0.8355 0.8754 -4.3828 -1.190
C -1.6174 1.3243 -3.3715 -1.127
S -1.0680 2.0917 -1.8992 0.569
S -3.3678 1.2425 -3.5816 0.929
S 0.8805 0.7560 -4.4922 0.517
C 2.3997 1.0253 4.7308 -0.061
C 1.1679 1.4857 4.0105 -0.239
C 0.5360 2.6112 4.3641 -0.076
C -0.6278 3.0983 3.6540 -0.150
C -0.9047 2.4654 2.4973 -0.769
Br -2.1179 3.2299 1.2370 0.808
N -0.2889 1.3779 2.0091 -0.160
C 0.5635 0.6056 2.9286 -0.231
H 2.7201 1.7855 5.4437 0.074
H 3.2292 0.8278 4.0471 0.079
H 2.2230 0.0992 5.2876 0.076
H 0.9315 3.2111 5.1774 0.105
H -1.1625 3.9840 3.9552 0.083
H -0.0442 -0.1898 3.3997 0.162
O 4.7897 -3.4844 1.7953 -0.059
C 3.4699 -3.4360 2.3389 -0.219
C 2.7765 -2.2159 1.8126 -0.215
C 2.2394 -1.3002 2.6229 0.010
C 1.5950 -0.0793 2.0271 -0.279
N 0.9081 -0.4157 0.7776 -0.048
C 1.5322 -1.3267 -0.0324 -0.228
C 2.5393 -2.1290 0.3852 0.031
C 0.8072 -1.5222 -1.2957 -0.186
C 1.2006 -2.3043 -2.3588 0.043
C 0.3034 -2.5189 -3.3996 -0.191
C 0.7695 -3.1452 -4.6891 -0.225
O 1.8061 -2.3803 -5.2650 -0.092
C -0.9985 -2.0710 -3.2479 -0.011
C -1.3048 -1.2408 -2.1878 -0.124
N -0.3910 -0.9053 -1.2779 0.010
H 5.1397 -4.3696 1.9261 0.078
H 3.5011 -3.3978 3.4324 0.113
H 2.9107 -4.3305 2.0397 0.123
H 2.2852 -1.4110 3.6979 0.100
H 2.3831 0.6654 1.7988 0.148
H 2.9825 -2.8553 -0.2802 0.111
H 2.2067 -2.6979 -2.4087 0.131
H -0.0858 -3.2457 -5.3675 0.116
H 1.1754 -4.1441 -4.5096 0.122
H 1.5312 -1.4398 -5.2275 -0.016
H -1.7469 -2.2643 -4.0046 0.115
H -2.2877 -0.8114 -2.0601 0.082
F 5.9073 3.9602 0.0820 0.140
C 4.9910 4.3250 -0.8378 -0.583
F 4.8244 5.6549 -0.7060 0.139
F 5.5323 4.1084 -2.0430 0.144
C 3.6969 3.5850 -0.6401 -0.106
C 2.9597 3.8212 0.5098 0.024
C 1.7846 3.1172 0.6928 -0.084
N 1.3272 2.2431 -0.2083 -0.026
C 2.0338 2.0327 -1.3218 -0.136
C 3.2383 2.6739 -1.5700 0.043
H 3.2856 4.5369 1.2518 0.127
H 1.1929 3.2559 1.5870 0.100
H 1.6100 1.3601 -2.0623 0.014
H 3.7754 2.4661 -2.4835 0.128
C -5.5715 -2.2225 -0.7396 -0.188
Si -5.1684 -1.2485 0.8069 0.406
C -5.2239 -2.3773 2.3020 -0.195
C -6.3961 0.1477 1.0232 -0.188
C -3.4926 -0.5476 0.6368 -0.189
C -2.3998 -0.0205 0.5018 -0.199
H -6.5769 -2.6485 -0.6938 0.025
H -4.8608 -3.0409 -0.8740 0.028
H -5.5116 -1.5825 -1.6224 0.029
H -6.2161 -2.8182 2.4271 0.024
H -4.9774 -1.8249 3.2107 0.027
H -4.5001 -3.1878 2.1972 0.027
H -7.4148 -0.2343 1.1275 0.025
H -6.3670 0.8167 0.1612 0.031
H -6.1565 0.7361 1.9110 0.028
```

Results
Frontier orbital gap, eV: 5.76
Net charge: -1
Molecular weight, g/mol: 860.74
E_LUMO, eV: 1.58
Largest force on an atom, eV Å⁻¹: 0.13